Computed, not measured: one molecule with the formula C2H4NO2P in a non-equilibrium geometry, with ωB97M-V/def2-TZVPD.

```
10
Properties=species:S:1:pos:R:3
C 1.22120 -0.08127 -0.02358
C -0.19028 0.53851 -0.12885
N 1.43229 -1.30023 0.27415
O 2.26415 0.73928 -0.21973
O 4.53553 0.38736 0.60837
P 3.67868 -0.25974 -0.35339
H -0.48776 1.06368 0.92282
H -0.24791 1.36425 -0.92922
H -1.00108 -0.29622 -0.07763
H 0.69819 -1.84498 0.51336
```

Results
* max |F|: 4.72 eV/A
* SMILES: [H]/N=C(\C)OP=O
* spin multiplicity: 1
* HOMO level: -0.3689 hartree
* HOMO-LUMO gap: 10.11 eV
* ΔE to the lowest compared entry with this formula, charge and spin: 0.758 eV